1.
Density functional theory data (ωB97M-V/def2-TZVPD) for a structure of composition C13H28BO3Ti in a non-equilibrium geometry.

Structure (ORCA input):
```
! wB97M-V def2-TZVPD RIJCOSX def2/J DEFGRID3
* xyz 1 1
C 0.82985 -4.03090 0.81004
O 0.78359 -2.76113 1.48594
C 1.96315 -2.04390 1.52778
C 2.07545 -0.95172 0.45259
C 1.43799 -1.24082 -0.88652
C 1.92795 -0.36332 -2.02975
C 1.95456 1.14931 -1.77410
C 0.70325 1.72645 -1.07559
C 1.11755 2.62326 0.08558
C -0.01006 2.96598 1.10903
C -0.95728 1.78952 1.47728
C -2.11513 1.59951 0.52953
C -2.39759 0.09601 0.44133
C -3.88084 -0.25714 0.28686
O -4.12114 -0.23551 -1.09265
B -2.87092 -0.63016 -1.72143
O -1.82261 -0.44137 -0.68790
H 0.00089 -4.06024 0.11921
H 1.73228 -4.11151 0.21805
H 0.77305 -4.84698 1.51691
H 2.85228 -2.66547 1.52572
H 1.97501 -1.54880 2.53469
H 1.63035 -0.03681 0.87025
H 3.13618 -0.75940 0.30006
H 1.62362 -2.26864 -1.15889
H 0.35961 -1.16109 -0.77002
H 1.30757 -0.56264 -2.89311
H 2.94453 -0.66735 -2.25681
H 2.83829 1.39157 -1.19095
H 2.06418 1.62302 -2.73751
H -0.00007 0.94828 -0.80084
H 0.18376 2.36368 -1.77936
H 1.52176 3.54132 -0.31228
H 1.98773 2.18377 0.64458
H 0.49316 3.29606 2.02992
H -0.56603 3.82105 0.75198
H -0.49238 0.77411 1.47798
H -1.37708 2.01632 2.45051
H -1.80305 1.89975 -0.45937
H -2.98852 2.15961 0.82710
H -2.06903 -0.43699 1.34674
H -4.58041 0.40369 0.79445
H -4.04987 -1.27214 0.66091
H -2.59967 0.02475 -2.72875
H -2.82676 -1.81630 -2.08322
Ti 1.31086 0.77331 2.16401
*
```

Summary:
total energy: -1611.61660 a.u.

Mulliken population analysis, charges in e, atoms 1 to 4: -0.84 -0.33 -0.51 0.37

***

2.
Density functional theory data (ωB97M-V/def2-TZVPD) for a cluster of 6 separate species, C13H28Cl10O in total in a non-equilibrium geometry.

Structure (ORCA input):
```
! wB97M-V def2-TZVPD RIJCOSX def2/J DEFGRID3
* xyz 0 1
C -1.51242 -0.31333 -0.27344
C -0.29546 0.62716 -0.02331
C 0.98272 -0.07097 0.35030
O 0.03186 1.26958 -1.18342
H -1.45431 -0.82792 -1.23257
H -2.42511 0.27588 -0.36240
H -1.64665 -0.97355 0.58341
H -0.54487 1.41509 0.68736
H 1.04911 -0.93196 -0.31484
H 0.85982 -0.36805 1.39180
H 1.81748 0.62315 0.25313
H -0.05635 0.65682 -1.91714
Cl 1.77760 0.64038 4.34037
C 1.01810 2.00393 3.37966
C 2.04316 3.05539 2.98115
Cl 3.13540 2.02291 1.93542
H 0.35799 2.47093 4.11060
H 0.47793 1.67650 2.49134
H 2.63635 3.52383 3.76650
H 1.64767 3.84502 2.34226
Cl 1.33395 1.10804 -6.17355
C 0.15202 1.82493 -5.06727
C -1.18801 1.09737 -5.13172
Cl -0.87781 -0.53840 -4.57672
H -0.05705 2.83787 -5.41129
H 0.57223 2.01487 -4.07963
H -1.45086 1.12680 -6.18915
H -2.08483 1.50274 -4.66323
Cl -2.82812 -5.23840 2.20295
C -2.22616 -4.22788 0.85210
C -2.08504 -4.93178 -0.45867
Cl -1.32794 -3.85701 -1.68163
H -1.37575 -3.69062 1.27192
H -3.00408 -3.48419 0.67933
H -3.08811 -5.25628 -0.73553
H -1.49249 -5.83105 -0.29044
Cl -3.48582 -1.62821 2.74372
C -2.34052 -0.47622 3.55118
C -2.07876 -0.79968 5.03404
Cl -1.21353 -2.31686 5.28770
H -2.81727 0.50212 3.49060
H -1.41267 -0.50788 2.98006
H -3.02509 -0.88646 5.56791
H -1.61870 0.02415 5.57970
Cl 3.56441 3.23700 -3.16059
C 3.30718 1.99413 -1.95260
C 3.96559 0.80721 -2.51737
Cl 3.57966 -0.61321 -1.45515
H 2.23094 1.84390 -1.86746
H 3.83105 2.30669 -1.04929
H 5.04834 0.91305 -2.58469
H 3.59319 0.52250 -3.50143
*
```

Summary:
total energy: -5189.25365 a.u.

Mulliken population analysis, charges in e, atoms 1 to 4: -0.62 0.38 -0.51 -0.51